[1]
A 2-piece molecular cluster, C3H3N3O overall in a non-equilibrium geometry, computed with ωB97M-V with the def2-TZVPD basis set.

The geometry in XYZ format:
```
10
Properties=species:S:1:pos:R:3:mulliken_charge:R:1
N 2.06200 -0.25376 0.63688 -0.460
C 0.97725 -0.55340 0.19414 0.659
N 0.57546 2.14471 -0.94233 0.030
N -0.41686 1.88098 -1.34374 -0.031
O -1.41150 0.19072 1.55716 -0.505
C -1.41255 -0.54098 0.58964 0.065
C -0.23041 -0.93273 -0.18936 -0.741
H 2.53933 0.59791 0.36050 0.311
H -2.34858 -0.99849 0.21852 0.331
H -0.33412 -1.53496 -1.08140 0.343
```

Computed properties:
Energy above the lowest of the compared OMol25 structures with the same formula, charge and spin in kJ/mol: 81.8
Total charge: 0
Frontier orbital gap in eV: 10.088


[2]
A 9-piece molecular cluster, C27H63Cl4O20P3 overall in a non-equilibrium geometry, computed with ωB97M-V with the def2-TZVPD basis set.

The geometry in XYZ format:
```
117
Properties=species:S:1:pos:R:3:mulliken_charge:R:1
C 19.15420 5.03897 -20.46222 -0.251
Cl 20.92932 4.76190 -20.55244 -0.135
Cl 18.70563 5.27515 -18.75750 -0.208
H 18.92101 5.94681 -20.99988 0.098
H 18.66027 4.13159 -20.78715 0.358
C 22.86967 3.49764 -22.87797 1.459
Cl 21.52038 3.07348 -23.94625 -0.259
Cl 24.43124 3.11182 -23.71046 -0.080
H 22.89756 4.53170 -22.55536 -0.863
H 22.83421 2.86093 -21.99921 -0.363
C 22.73761 2.15851 -17.48861 -0.484
O 22.22892 0.83231 -17.69293 -0.391
P 20.86331 0.65196 -18.52742 0.615
O 20.32708 -0.70350 -18.44135 -0.762
O 21.30742 1.11563 -20.00269 0.390
C 20.38845 0.97011 -21.06675 -0.693
O 19.96756 1.81196 -17.92047 -0.231
C 18.56055 1.82667 -18.22173 -0.410
H 23.80502 2.19013 -17.30011 0.249
H 22.17674 2.57591 -16.64777 0.318
H 22.47936 2.82516 -18.31434 0.132
H 19.62742 0.21148 -20.88034 0.539
H 20.94579 0.63913 -21.95085 0.172
H 19.96916 1.91713 -21.41683 0.052
H 18.00252 1.34780 -17.41905 0.279
H 18.38130 1.25985 -19.13522 0.253
H 18.24390 2.85904 -18.33159 0.027
C 20.61106 7.48324 -23.31729 -0.756
O 21.70962 7.11992 -22.49670 -0.105
P 22.14072 8.05224 -21.25940 0.973
O 22.36379 9.45737 -21.60057 -0.802
O 20.96602 7.83242 -20.21359 -0.248
C 21.26829 7.78937 -18.83150 -0.735
O 23.39118 7.28180 -20.63035 -0.331
C 24.46734 6.77659 -21.41629 -0.444
H 19.68426 6.94323 -23.13897 0.142
H 21.00572 7.35716 -24.33270 0.323
H 20.39017 8.55501 -23.36767 0.395
H 22.26293 8.19703 -18.61370 0.327
H 21.24543 6.78554 -18.42520 0.279
H 20.66968 8.46894 -18.22180 0.247
H 24.83038 5.88386 -20.90513 0.267
H 25.18946 7.58603 -21.54766 0.354
H 24.08586 6.47590 -22.39860 0.101
C 18.28849 4.76158 -25.16878 -0.337
O 17.11846 4.44349 -24.45722 -0.280
P 16.37199 5.56438 -23.59770 0.958
O 17.22810 6.33917 -22.67899 -0.548
O 15.67776 6.40392 -24.80119 -0.310
C 14.71009 7.39979 -24.43746 -0.761
O 15.17718 4.76788 -22.91620 -0.292
C 14.52510 3.74726 -23.65326 -0.755
H 18.62504 5.80227 -25.17892 0.294
H 18.25788 4.44237 -26.20975 0.347
H 19.16884 4.27992 -24.73035 -0.073
H 13.75884 7.07445 -24.85581 0.269
H 14.96566 8.32075 -24.96597 0.274
H 14.69938 7.66181 -23.38114 0.342
H 14.84290 2.74249 -23.38500 0.290
H 14.49466 3.83741 -24.74124 0.324
H 13.44886 3.77015 -23.45519 0.293
O 25.14134 2.90606 -29.90586 -0.567
C 25.39626 3.73288 -29.07333 0.783
O 25.47608 3.48664 -27.75214 -0.204
C 25.29165 2.14331 -27.28020 0.224
C 26.61028 1.40028 -27.30070 -0.989
C 25.44366 5.23403 -29.28871 -1.148
H 24.54426 1.61539 -27.86895 0.361
H 25.03679 2.31494 -26.23390 -0.144
H 26.81999 1.11249 -28.33296 0.381
H 26.54534 0.44736 -26.77540 0.181
H 27.39258 1.99578 -26.83320 0.305
H 26.47299 5.60069 -29.34186 0.281
H 25.16105 5.76694 -28.38178 0.294
H 24.83842 5.42254 -30.16943 0.320
O 28.32097 9.08835 -24.41528 -0.568
C 28.79514 8.12186 -24.95751 0.770
O 28.56931 6.85730 -24.60807 -0.353
C 27.58148 6.52065 -23.63917 -0.579
C 26.55038 5.58593 -24.26505 -0.107
C 29.90449 8.17702 -26.00606 -1.016
H 27.13340 7.37333 -23.13217 0.518
H 28.08568 5.97470 -22.83780 0.246
H 25.68859 5.50323 -23.60290 -0.173
H 26.91735 4.58048 -24.43327 0.035
H 26.15345 6.07626 -25.15510 0.334
H 30.00763 9.15910 -26.45882 0.337
H 29.60988 7.51024 -26.81661 0.287
H 30.81353 7.89537 -25.48010 0.250
O 24.90315 3.02518 -20.18616 -0.480
C 25.48942 1.97890 -20.38100 0.625
O 26.63581 1.89361 -21.08179 -0.324
C 27.41267 3.05506 -21.33289 0.437
C 28.14897 2.87958 -22.64847 -0.874
C 24.82887 0.65644 -20.24424 -0.235
H 28.06065 3.26621 -20.48008 0.407
H 26.78659 3.94930 -21.40450 -0.383
H 28.42124 3.83913 -23.08046 0.226
H 27.46122 2.44520 -23.37549 0.048
H 29.03334 2.25987 -22.51285 0.394
H 23.76385 0.82705 -20.37504 -0.227
H 24.90735 0.31168 -19.20966 0.319
H 25.22282 -0.08532 -20.93157 0.218
O 24.42866 -2.85442 -26.89449 -0.536
C 24.66273 -3.45756 -25.89637 0.762
O 25.29241 -2.94780 -24.80473 -0.393
C 25.42384 -1.53783 -24.76855 -0.288
C 24.20092 -0.86464 -24.15224 -0.881
C 24.26761 -4.89965 -25.62371 -1.063
H 25.59910 -1.17637 -25.78400 0.202
H 26.31684 -1.20740 -24.23713 0.384
H 24.32513 0.19772 -23.95076 0.144
H 24.03994 -1.45684 -23.24661 0.354
H 23.30161 -0.97903 -24.75997 0.370
H 25.03139 -5.66482 -25.74626 0.269
H 23.45581 -5.12558 -26.31051 0.332
H 23.97131 -4.91646 -24.57595 0.305
```

Computed properties:
Total charge: 0
Frontier orbital gap in eV: 10.617


[3]
A 5-piece molecular cluster, C8H24BF4O8 overall in a non-equilibrium geometry, computed with ωB97M-V with the def2-TZVPD basis set.

The geometry in XYZ format:
```
45
Properties=species:S:1:pos:R:3:mulliken_charge:R:1
B -16.53451 12.23933 12.22716 0.631
F -15.93391 11.82016 13.39917 -0.387
F -17.92009 12.40566 12.46788 -0.427
F -15.84806 13.38786 11.68837 -0.454
F -16.34606 11.31218 11.27151 -0.364
C -13.78655 8.16997 5.91310 -0.380
C -12.95856 7.47441 4.84661 -0.346
O -12.87309 6.12806 5.06184 -0.531
O -13.15966 8.65477 7.15236 -0.534
H -14.70045 7.59202 6.05039 0.311
H -14.15381 9.09935 5.47781 0.297
H -11.95068 7.88945 4.84335 0.291
H -13.41761 7.53935 3.86013 0.265
H -12.14078 5.93805 5.65279 0.312
H -13.78228 8.83701 7.85999 0.317
C -16.39964 15.07533 5.55579 -0.515
C -17.01223 16.56999 5.40710 -0.169
O -16.41861 17.22339 4.22363 -0.538
O -15.03745 15.22688 6.02631 -0.515
H -16.33466 14.68106 4.54168 0.272
H -16.97632 14.53107 6.30368 0.340
H -16.81440 17.26310 6.22475 0.236
H -18.08643 16.53900 5.22480 0.276
H -15.48452 17.00274 4.20356 0.296
H -15.09299 15.20630 6.98449 0.319
C -20.41116 17.60341 11.93399 -0.158
C -19.85236 17.75674 13.40567 -0.747
O -18.52925 18.15261 13.20404 -0.497
O -20.68175 18.85493 11.34529 -0.486
H -21.37943 17.13668 12.11489 0.251
H -19.79919 16.98756 11.27496 0.265
H -19.85836 16.76665 13.86150 0.371
H -20.40407 18.54810 13.91308 0.343
H -18.15273 17.27210 13.13663 0.345
H -20.05714 19.36252 11.86857 0.314
C -19.67834 6.60229 12.68730 -0.436
C -19.65229 5.19145 12.06659 -0.418
O -19.52706 5.18752 10.67291 -0.494
O -20.67890 7.52091 12.33473 -0.517
H -18.63031 6.88782 12.59673 0.320
H -19.71665 6.54165 13.77493 0.328
H -20.58355 4.74355 12.41335 0.258
H -18.70935 4.75747 12.39920 0.315
H -20.34084 5.64389 10.44685 0.310
H -20.30138 8.38439 12.51771 0.336
```

Computed properties:
Energy above the lowest of the compared OMol25 structures with the same formula, charge and spin in kJ/mol: 218.6
Total charge: -1
Frontier orbital gap in eV: 10.167


[4]
C6H14N2 as an isolated structure in a non-equilibrium geometry, computed with ωB97M-V with the def2-TZVPD basis set.

The geometry in XYZ format:
```
22
Properties=species:S:1:pos:R:3:mulliken_charge:R:1
C 1.45229 0.59660 -1.24068 -1.104
C -2.55721 -0.20783 -0.88339 -1.334
N 0.51940 -0.32310 -0.59757 -0.180
C -1.39593 0.55363 -0.31978 0.741
N -1.25432 1.80519 -0.27626 -0.633
H 0.42102 -1.20665 -1.08528 0.289
H -2.02284 2.32655 -0.69606 0.217
H 2.48926 0.30378 -1.05584 0.308
H 1.27555 1.59254 -0.84226 0.377
H 1.24776 0.60042 -2.31051 0.341
H -2.29132 -1.25666 -1.02054 0.319
H -3.41884 -0.14537 -0.21993 0.315
H -2.87262 0.20163 -1.84557 0.411
C 1.27876 0.50624 1.63588 -1.236
C 0.66543 -0.63357 0.84807 0.516
C 1.06645 -1.94382 1.11276 -1.001
H -0.90420 -0.12398 0.84495 0.034
H 1.28162 0.22189 2.68586 0.437
H 2.30301 0.71569 1.33027 0.251
H 0.67037 1.40402 1.50501 0.365
H 1.08356 -2.67221 0.30969 0.272
H 0.96282 -2.31500 2.12117 0.295
```

Computed properties:
Energy above the lowest of the compared OMol25 structures with the same formula, charge and spin in kJ/mol: 469.4
Total charge: 0
Frontier orbital gap in eV: 8.143


[5]
A 7-piece molecular cluster, C17H48O7 overall in a non-equilibrium geometry, computed with ωB97M-V with the def2-TZVPD basis set.

The geometry in XYZ format:
```
72
Properties=species:S:1:pos:R:3:mulliken_charge:R:1
C 3.82160 -1.69627 -2.17259 -0.282
O 3.84221 -0.92479 -3.37177 -0.583
H 2.82698 -1.95823 -1.81175 -0.168
H 4.41350 -2.57731 -2.42062 0.301
H 4.43927 -1.06893 -1.52991 0.280
H 3.08770 -0.33226 -3.40665 0.284
C 0.68584 -0.76113 -0.28799 0.444
O 0.26365 -1.21063 -1.55926 -0.742
H 1.75624 -0.84932 -0.10212 0.254
H 0.41590 0.28981 -0.18425 -0.366
H 0.18205 -1.42285 0.41659 0.104
H 0.51903 -0.53827 -2.19512 0.340
C -2.17721 2.42990 -0.50613 -1.199
C -2.36887 2.46757 0.96339 1.534
C -2.61580 3.95758 1.46299 -1.650
O -3.46541 1.63679 1.20341 -0.344
H -2.67469 3.20984 -1.08259 0.338
H -2.39057 1.45918 -0.95364 0.059
H -1.14160 2.72565 -0.67383 0.143
H -1.48023 2.08846 1.46807 -0.564
H -1.70961 4.56295 1.44201 0.334
H -3.02476 3.94659 2.47330 0.349
H -3.41926 4.46201 0.92623 0.466
H -3.69008 1.64512 2.13671 0.308
C 1.08701 -4.58699 0.38080 -1.220
C 1.20065 -4.01227 1.77038 0.198
C 1.12681 -5.13131 2.85746 -1.408
O 2.43112 -3.34111 1.95159 -0.314
H 1.26128 -3.89156 -0.44023 0.086
H 0.10900 -5.03266 0.19919 0.307
H 1.80614 -5.38950 0.21670 0.451
H 0.36170 -3.31875 1.71308 0.109
H 2.03106 -5.73924 2.82809 0.359
H 0.27772 -5.81040 2.78010 0.347
H 1.23596 -4.80432 3.89151 0.492
H 2.32910 -2.82754 2.75623 0.257
C -0.39680 3.36846 4.22645 -1.153
C 1.11159 3.36977 3.87620 -0.032
C 1.33946 2.56808 2.57485 -1.696
O 1.52928 4.72031 3.72579 -0.200
H -0.38940 3.93517 5.15753 0.553
H -0.85123 2.38862 4.37304 0.530
H -0.94676 3.90201 3.45123 -0.256
H 1.58890 2.96151 4.76704 0.220
H 2.36143 2.20270 2.47395 1.017
H 1.07856 3.28388 1.79533 0.009
H 0.67585 1.71696 2.42215 0.273
H 2.29500 4.62292 3.15501 0.303
C 1.64196 2.62968 -2.05529 -1.661
C 0.83694 1.97019 -3.12366 1.369
C 0.97997 2.58196 -4.53552 -2.078
O 1.16960 0.67375 -3.33174 -0.148
H 2.67969 2.71355 -2.37807 0.402
H 1.47294 2.27809 -1.03749 0.020
H 1.26500 3.65185 -2.02086 0.521
H -0.23493 2.05052 -2.94270 0.063
H 0.66663 3.62593 -4.52868 0.472
H 0.36528 2.06746 -5.27414 0.401
H 2.02011 2.57087 -4.86124 0.389
H 0.75450 0.39802 -4.15227 0.169
C -2.30880 -3.98521 -0.88948 -0.920
C -3.05723 -2.88210 -1.58872 0.545
C -3.61102 -1.82480 -0.63297 -1.390
O -2.10285 -2.35943 -2.45758 -0.542
H -3.10938 -4.33672 -0.23862 0.407
H -1.62999 -3.59637 -0.13046 -0.150
H -1.82787 -4.71299 -1.54303 0.363
H -3.85969 -3.40221 -2.11182 0.357
H -3.15462 -1.79478 0.35643 0.295
H -4.65259 -2.13435 -0.54689 0.503
H -3.73176 -0.84965 -1.10479 0.287
H -1.32110 -2.02942 -2.00863 0.454
```

Computed properties:
Energy above the lowest of the compared OMol25 structures with the same formula, charge and spin in kJ/mol: 94.0
Total charge: -1
<S²>: 0.750
Spin multiplicity: 2
Frontier orbital gap (alpha / beta) in eV: 1.935 / 9.714